No. 1
16
Properties=species:S:1:pos:R:3 method="wB97M-V/def2-TZVPD" fmax_ha_per_bohr=0.0654 relative_energy_kcal_mol=80.3 e_tot_ha=-304.946666 smiles="C=CO.NCN"
O 2.187 2.273 -0.683
N -3.937 -1.048 0.917
N -1.672 -2.005 0.624
C -3.063 -2.314 0.977
C 3.310 2.318 -1.432
C 4.544 2.686 -1.015
H 3.473 1.639 -2.241
H 4.786 2.840 0.055
H 5.342 2.724 -1.767
H -1.218 -2.905 0.505
H -1.851 -1.594 -0.372
H -4.011 -0.373 0.175
H -3.761 -0.594 1.790
H -3.613 -3.089 0.190
H 2.524 2.256 0.284
H -3.041 -2.815 1.993



No. 2
16
Properties=species:S:1:pos:R:3 method="wB97M-V/def2-TZVPD" fmax_ha_per_bohr=0.1212 relative_energy_kcal_mol=77.2 e_tot_ha=-304.951591 smiles=NCCNCO
O -0.424 -2.534 -0.195
N 2.000 2.122 0.081
N -0.998 -0.156 0.038
C 0.403 0.259 -0.279
C -1.590 -1.491 -0.247
C 0.621 1.583 0.540
H 0.281 1.389 1.591
H 0.570 0.468 -1.352
H 1.815 2.703 -0.707
H -1.679 0.630 -0.172
H -0.273 2.328 0.349
H 2.140 2.815 0.732
H -2.108 -1.792 0.561
H -2.008 -1.379 -1.248
H 1.149 -0.504 0.090
H -0.114 -2.247 0.793



No. 3
16
Properties=species:S:1:pos:R:3 method="wB97M-V/def2-TZVPD" multiplicity=2 charge=+1 fmax_ha_per_bohr=0.0292 relative_energy_kcal_mol=54.7 e_tot_ha=-304.698054
O -1.242 1.032 -1.285
N 0.135 1.927 0.573
N -0.049 -1.878 -0.866
C 1.426 -1.753 1.042
C 0.185 -1.778 0.410
C -0.630 2.150 -0.612
H 2.264 -2.341 0.687
H -1.510 0.403 -0.606
H -1.414 2.862 -0.365
H 0.036 2.604 -1.342
H -0.369 1.530 1.358
H 1.003 1.426 0.452
H 0.449 -1.237 -1.485
H -1.044 -1.913 -1.068
H 1.439 -1.343 2.043
H -0.678 -1.693 1.064



No. 4
17
Properties=species:S:1:pos:R:3 method="wB97M-V/def2-TZVPD" fmax_ha_per_bohr=0.0348 relative_energy_kcal_mol=149.8 e_tot_ha=-380.097943
O 0.104 -0.118 0.626
O 1.620 1.258 0.437
N -1.110 -1.611 -0.028
N 1.785 -1.446 -0.144
C 0.736 -0.660 -0.347
C -2.296 -0.831 -0.293
C 0.917 2.446 0.395
H -1.122 -1.971 0.926
H -3.122 -1.517 -0.532
H 2.386 -1.694 -0.912
H 2.166 -1.475 0.790
H 0.512 2.748 1.374
H 0.505 -0.412 -1.382
H 1.591 3.253 0.057
H -2.135 -0.209 -1.177
H 0.076 2.425 -0.322
H -2.613 -0.186 0.533



No. 5
17
Properties=species:S:1:pos:R:3 method="wB97M-V/def2-TZVPD" fmax_ha_per_bohr=0.0489 relative_energy_kcal_mol=20.7 e_tot_ha=-380.303698 smiles="CC(=O)NCN.O"
O 0.486 -1.057 -0.687
O -1.187 -2.656 1.099
N -0.453 0.821 0.140
N 1.660 0.994 1.427
C -0.473 0.451 -2.315
C -0.130 -0.024 -0.884
C 0.273 0.650 1.481
H 2.175 0.431 0.764
H -0.917 -0.466 -2.700
H -0.340 1.385 2.002
H -0.724 -3.515 1.178
H 1.769 1.968 1.171
H 0.479 0.626 -2.828
H 0.194 -0.410 1.708
H -1.206 1.481 0.067
H -1.056 1.373 -2.338
H -0.550 -2.051 0.713



No. 6
17
Properties=species:S:1:pos:R:3 method="wB97M-V/def2-TZVPD" fmax_ha_per_bohr=0.0234 relative_energy_kcal_mol=20.6 e_tot_ha=-380.303780 smiles="CNCC(N)=O.O"
O -0.466 -1.279 -2.269
O 0.811 -0.321 2.255
N -0.970 0.736 -0.092
N 1.181 -1.539 0.398
C 0.472 0.799 0.162
C -1.441 2.021 -0.692
C 0.831 -0.383 1.038
H 0.815 1.688 0.695
H -0.656 2.407 -1.342
H 1.346 -1.490 -0.586
H 1.587 -2.280 0.944
H -1.726 2.731 0.077
H -0.922 -1.453 -1.430
H -2.286 1.820 -1.345
H 0.949 0.709 -0.812
H -1.466 0.659 0.790
H -0.771 -0.372 -2.405



No. 7
17
Properties=species:S:1:pos:R:3 method="wB97M-V/def2-TZVPD" fmax_ha_per_bohr=0.1089 relative_energy_kcal_mol=176.1 e_tot_ha=-380.056059
O 1.199 -1.167 -0.254
O 1.297 0.411 -1.850
N 1.521 1.001 0.371
N -0.799 0.444 -1.045
C -1.160 0.285 0.419
C 0.831 0.151 -0.550
C -1.247 -1.012 1.174
H -1.610 -0.274 -1.045
H -1.120 1.211 0.990
H -0.432 -1.150 1.896
H 1.016 1.747 0.828
H 1.148 -1.704 -1.053
H -1.269 -1.881 0.514
H 1.946 1.126 -1.859
H -1.113 1.350 -1.369
H -2.191 -1.021 1.723
H 1.983 0.482 1.109



No. 8
17
Properties=species:S:1:pos:R:3 method="wB97M-V/def2-TZVPD" multiplicity=2 charge=+1 fmax_ha_per_bohr=0.0695 relative_energy_kcal_mol=34.5 e_tot_ha=-379.965780
O -0.138 -2.429 1.524
O 2.407 3.260 -2.605
N -1.157 -1.098 0.034
N 0.074 1.177 0.969
C 0.506 -0.071 1.474
C -2.080 -2.110 -0.519
C -0.393 -1.336 1.112
H -2.171 -2.943 0.172
H 0.665 1.483 0.200
H 2.969 3.291 -3.381
H 0.153 1.944 1.631
H 0.709 -0.009 2.545
H -1.707 -2.459 -1.474
H 3.048 3.297 -1.881
H -3.018 -1.600 -0.673
H 1.485 -0.277 1.047
H -1.350 -0.117 -0.174



No. 9
17
Properties=species:S:1:pos:R:3 method="wB97M-V/def2-TZVPD" multiplicity=2 charge=+1 fmax_ha_per_bohr=0.0339 relative_energy_kcal_mol=37.4 e_tot_ha=-379.961095
O 1.448 0.089 -1.381
O -2.337 -0.456 -1.126
N 0.443 -1.456 1.649
N 0.069 0.855 0.293
C 1.077 -1.423 0.411
C 0.851 -0.066 -0.368
C -0.194 2.134 -0.395
H -2.348 -0.299 -2.079
H -0.929 1.967 -1.187
H 0.828 -2.078 2.354
H 2.143 -1.633 0.469
H -0.675 2.776 0.333
H -1.441 -0.316 -0.802
H 0.341 0.880 1.271
H -0.576 -1.391 1.618
H 0.588 -2.155 -0.267
H 0.713 2.571 -0.792



No. 10
17
Properties=species:S:1:pos:R:3 method="wB97M-V/def2-TZVPD" charge=+2 fmax_ha_per_bohr=0.0737 relative_energy_kcal_mol=62.9 e_tot_ha=-379.544919
O 1.615 1.455 -0.397
O -1.548 1.463 -1.172
N -2.873 -0.344 0.316
N 2.364 -0.180 1.026
C -1.082 0.825 -0.219
C -0.139 0.059 0.327
C 1.402 0.189 -0.127
H 1.697 -0.451 -1.028
H -2.049 2.360 -1.114
H 2.438 1.751 -0.881
H 2.046 0.359 1.840
H -0.423 -0.612 1.064
H 3.352 0.112 0.781
H -2.294 -1.203 0.475
H -3.408 -0.227 -0.516
H -3.410 -0.208 1.132
H 2.349 -1.125 1.301



No. 11
18
Properties=species:S:1:pos:R:3 method="wB97M-V/def2-TZVPD" charge=-1 fmax_ha_per_bohr=0.0568 relative_energy_kcal_mol=51.1 e_tot_ha=-721.707197
P 0.777 0.174 -1.135
O -0.594 -0.424 -1.329
O 0.881 1.278 -0.129
N 1.822 -1.202 -0.832
N -3.045 -0.016 1.128
C 3.186 -0.776 -0.826
C -2.125 0.226 2.266
C -2.952 0.832 0.217
H -2.670 0.410 3.232
H -1.515 -0.689 2.355
H -3.415 0.657 -0.718
H 1.590 -2.071 -1.354
H -1.311 0.860 1.835
H 3.816 -0.713 -1.726
H -2.437 1.758 0.308
H 3.024 0.333 -0.650
H 1.211 0.631 -2.579
H 3.759 -1.267 -0.063



No. 12
18
Properties=species:S:1:pos:R:3 method="wB97M-V/def2-TZVPD" fmax_ha_per_bohr=0.0960 relative_energy_kcal_mol=48.4 e_tot_ha=-778.448455 smiles="NC(=O)[C@@H](N)CS.O"
S 0.160 3.679 0.207
O -1.688 -0.356 0.613
O -1.755 -3.148 -1.985
N 1.373 0.369 -0.574
N 0.256 -1.497 0.875
C -0.520 -0.337 0.706
C -0.516 1.936 0.130
C 0.478 0.775 0.473
H 1.353 -0.596 -0.854
H 1.035 0.897 1.467
H 0.994 3.466 1.233
H 2.293 0.831 -0.502
H -1.509 -3.081 -1.105
H -0.903 -2.711 -2.405
H -1.442 1.814 0.587
H -0.804 1.748 -0.989
H -0.023 -2.360 1.214
H 1.219 -1.429 0.910